[1]
# C2H2O2

One molecule with the formula C2H2O2 at a distorted geometry (ωB97M-V/def2-TZVPD, OMol25).

XYZ file:
```
6
Properties=species:S:1:pos:R:3:forces:R:3
C 0.528 0.659 -0.007 0.1043 -0.7529 0.0399
C 0.361 -0.664 -0.008 4.1325 0.5049 0.0274
O 2.008 -0.708 0.001 -3.7917 -0.8899 -0.0182
O 1.883 0.704 0.001 -0.1190 1.2287 -0.0210
H -0.083 1.540 -0.002 -0.0221 0.1785 -0.0159
H -0.237 -1.539 0.003 -0.3039 -0.2692 -0.0122
```
Forces are in eV/Å.

Calculated values
Maximum force   4.2 eV Å⁻¹
Energy relative to the best compared isomer or geometry (same formula, charge and spin)   96.04 kcal/mol
Electronic energy   -6195.8897 eV
LUMO level   1.055 eV
SMILES   c1coo1
M   58.04 Da

From a natural (NBO) analysis of the wavefunction, the atomic charges in e read: 0.05, -0.03, -0.24, -0.21, 0.21, 0.23


[2]
# C5H8O2

One molecule with the formula C5H8O2 at a distorted geometry (ωB97M-V/def2-TZVPD, OMol25).

XYZ file:
```
15
Properties=species:S:1:pos:R:3:forces:R:3
C 0.701 -0.440 -1.340 -0.1868 0.0312 -0.1280
C -0.014 -0.308 -0.015 -0.2066 0.0819 -0.2290
O -1.443 -0.130 -0.187 0.2191 0.0326 0.2532
C -1.829 1.150 -0.312 0.5376 0.5665 0.0305
O -1.083 2.096 -0.354 -0.5162 -0.3387 -0.1305
C 0.684 0.432 1.048 0.4694 -0.9217 0.5799
C 0.497 -1.156 1.096 0.1804 0.6296 0.3319
H 0.552 0.473 -1.921 0.0276 -0.0848 -0.0413
H 0.288 -1.291 -1.885 0.0359 0.0711 -0.0635
H 1.781 -0.602 -1.225 -0.3400 0.0640 0.1805
H -2.925 1.255 -0.354 0.1622 -0.3382 -0.0216
H 1.591 0.982 0.793 -0.0782 -0.5263 0.0307
H 0.128 0.923 1.850 -0.0532 -0.2546 -0.4501
H 1.222 -1.959 0.877 -0.0913 0.9160 0.0187
H -0.151 -1.422 1.928 -0.1598 0.0714 -0.3614
```
Forces are in eV/Å.

Calculated values
Maximum force   1.2 eV Å⁻¹
Energy relative to the best compared isomer or geometry (same formula, charge and spin)   28.87 kcal/mol
Electronic energy   -9408.5804 eV
LUMO level   0.977 eV
SMILES   CC1(OC=O)CC1
M   100.12 Da

From a natural (NBO) analysis of the wavefunction, the atomic charges in e read: -0.62, 0.21, -0.50, 0.64, -0.58, -0.41, -0.43, 0.23, 0.22, 0.22, 0.13, 0.22, 0.23, 0.22, 0.23


[3]
# C3H9NS

A 2-piece molecular cluster, C3H9NS overall at a distorted geometry (ωB97M-V/def2-TZVPD, OMol25).

XYZ file:
```
14
Properties=species:S:1:pos:R:3:forces:R:3
C -0.914 0.159 -1.662 1.1258 0.5339 1.3880
C -1.291 1.107 -0.781 0.1785 0.8646 0.1682
N -2.570 1.754 -0.937 -1.3682 1.2367 -0.1448
H 0.151 -0.127 -1.834 -1.1668 -0.2862 0.6249
H -1.733 -0.370 -2.131 0.2532 0.3051 -0.8946
H -0.734 1.560 0.162 -0.5591 -0.9546 -2.5880
H -2.710 2.428 -1.718 1.5262 -0.3225 0.8317
H -3.395 1.224 -1.156 -0.0180 -1.3561 0.5970
C 2.466 -1.627 1.894 0.6663 2.6357 3.5011
S 2.178 -0.701 0.383 0.4844 0.3260 -0.2196
H 1.918 -2.478 1.872 -1.5024 -2.8298 -0.2871
H 2.007 -1.077 2.819 0.8351 -0.5954 -1.7597
H 3.488 -1.898 2.284 -0.6692 0.6844 -1.2865
H 1.139 0.045 0.804 0.2142 -0.2418 0.0692
```
Forces are in eV/Å.

Calculated values
Maximum force   4.4 eV Å⁻¹
Energy relative to the best compared isomer or geometry (same formula, charge and spin)   58.64 kcal/mol
Electronic energy   -15579.7878 eV
LUMO level   0.962 eV
SMILES   C=CN.CS
M   91.18 Da

From a natural (NBO) analysis of the wavefunction, the atomic charges in e read: -0.43, -0.01, -0.90, 0.22, 0.20, 0.20, 0.37, 0.36, -0.75, -0.04, 0.20, 0.22, 0.24, 0.13


[4]
# C5H10O3

A 2-piece molecular cluster, C5H10O3 overall at a distorted geometry (ωB97M-V/def2-TZVPD, OMol25).

XYZ file:
```
18
Properties=species:S:1:pos:R:3:forces:R:3
C 1.605 0.066 1.283 -0.9625 1.2807 0.2425
C 0.569 -1.019 1.059 0.2713 -0.1484 0.4109
O -0.304 -0.683 -0.036 -0.0134 0.1757 0.1843
C -0.159 -1.351 -1.187 -0.2292 -0.2563 -0.2715
C -1.169 -0.882 -2.205 0.1128 -0.0646 0.0419
O 0.649 -2.220 -1.373 0.1122 0.0343 -0.0118
H 1.108 1.083 1.467 0.8017 -1.5372 -0.3459
H 2.183 -0.165 2.175 0.0992 -0.0952 0.0639
H 2.283 0.128 0.436 0.0774 0.0664 -0.0966
H 1.053 -1.980 0.863 -0.1948 0.1379 -0.0639
H -0.085 -1.123 1.931 0.0827 0.0386 -0.1613
H -0.826 0.061 -2.630 -0.0338 0.0233 -0.0272
H -1.260 -1.622 -2.996 0.0584 0.0400 0.0216
H -2.134 -0.718 -1.730 -0.0135 0.0476 0.0008
C -0.884 2.609 0.720 0.1737 -0.0835 0.3764
O -0.063 2.803 1.582 -0.3605 0.2883 -0.2331
H -1.614 3.378 0.425 0.0160 0.1134 -0.0043
H -0.951 1.634 0.216 0.0024 -0.0610 -0.1266
```
Forces are in eV/Å.

Calculated values
Maximum force   1.8 eV Å⁻¹
Energy relative to the best compared isomer or geometry (same formula, charge and spin)   28.23 kcal/mol
Electronic energy   -11488.9626 eV
LUMO level   0.678 eV
SMILES   CCOC(C)=O.C=O
M   118.13 Da

From a natural (NBO) analysis of the wavefunction, the atomic charges in e read: -0.66, -0.08, -0.53, 0.80, -0.72, -0.60, 0.24, 0.22, 0.21, 0.21, 0.18, 0.24, 0.24, 0.23, 0.27, -0.50, 0.11, 0.13


[5]
# C18H19Cl2N6OS3

An isolated ion of composition C18H19Cl2N6OS3 and charge +1 at a distorted geometry (ωB97M-V/def2-TZVPD, OMol25).

XYZ file:
```
49
Properties=species:S:1:pos:R:3:forces:R:3
C 4.211 -2.424 -0.255 -0.3759 -0.6359 -1.0095
C 2.731 -1.813 -0.168 0.1296 0.0860 3.1115
Cl 1.739 -1.471 -1.655 1.3652 -0.3324 1.8520
C 2.205 -1.542 1.119 -0.1023 -0.1032 -1.6955
Cl 3.274 -1.905 2.581 -1.6412 0.6147 -1.8247
C 0.762 -0.979 1.451 -3.2056 -0.4103 0.1001
C -0.531 -1.809 1.262 1.6348 3.4825 1.6278
C -0.593 -3.289 0.679 -1.3025 1.2598 -0.6556
C -1.878 -3.333 -0.336 1.1531 -1.2894 -0.1849
C -1.613 -2.591 -1.733 -1.8283 -1.3684 -0.2811
S -1.894 -0.757 -1.731 -0.8244 0.9122 0.3683
C -3.630 -0.350 -1.292 -1.5935 -0.8911 0.3739
S -4.858 -1.458 -0.992 2.0040 1.4100 -0.4245
N -4.018 1.091 -1.224 -0.3731 3.6690 -0.6190
C -4.067 1.994 -0.095 -0.7297 3.2524 0.5033
C -4.566 3.423 -0.452 1.6013 -6.9533 -2.4454
N -4.826 3.295 -1.885 1.5190 -3.9227 1.2895
C -4.504 1.955 -2.316 -0.4221 3.2037 2.1888
C -1.744 -0.990 1.719 1.9421 -0.7944 -0.4476
N -1.647 0.311 2.216 -1.7214 -2.2548 -0.5998
N -0.600 1.113 2.371 2.4290 -3.9715 -1.6565
C 0.554 0.433 1.980 2.3436 0.4420 0.1728
C 1.911 1.319 2.127 -1.6401 1.5650 -0.0150
C 1.474 2.874 1.840 -0.3069 -1.7845 -1.7402
S 2.930 3.878 1.178 0.0195 -0.5119 -0.9014
C 3.639 3.029 -0.284 3.9063 -3.3002 -0.9592
N 4.935 2.419 -0.222 -3.1939 1.6035 0.5677
N 5.333 1.820 -1.395 -6.8545 2.7010 -1.7575
C 4.176 2.067 -2.238 3.0496 -0.5051 2.7195
O 3.126 2.778 -1.592 2.9905 -1.1044 0.1897
H 5.015 -1.721 0.147 -1.3452 -0.7064 -0.6252
H 4.301 -3.409 0.343 -0.4787 1.6719 -0.8062
H 4.445 -2.710 -1.346 -0.3651 0.6945 1.6820
H -0.808 -4.077 1.476 0.5755 1.2963 -0.7973
H 0.379 -3.515 0.109 -1.5000 0.3610 1.0619
H -2.003 -4.458 -0.586 0.1004 1.8440 0.3380
H -2.844 -3.024 0.192 1.4451 -0.2661 -0.9825
H -2.361 -3.043 -2.495 1.1428 0.8284 1.2320
H -0.572 -2.789 -2.182 -1.5415 0.6324 0.9799
H -3.792 1.747 0.980 -0.3468 -0.2476 -1.8749
H -4.673 4.310 0.249 0.0362 -1.3790 -1.4409
H -4.634 1.672 -3.407 0.3237 0.0825 1.8935
H -2.779 -1.482 1.646 1.6110 1.2840 0.3252
H -2.544 0.747 2.525 0.9541 -0.5036 -0.3847
H 2.308 1.313 3.199 -0.3530 -0.5455 -1.6288
H 2.685 1.076 1.327 -1.0173 -0.1639 1.3559
H 0.994 3.371 2.752 0.9687 -0.4271 -1.5300
H 0.746 2.807 0.942 0.8743 0.4593 1.7666
H 4.240 1.681 -3.308 -1.0562 1.0165 1.5881
```
Forces are in eV/Å.

Calculated values
Maximum force   7.6 eV Å⁻¹
Charge   +1
Electronic energy   -87494.9475 eV
LUMO level   -5.172 eV
SMILES   C/C(Cl)=C(\Cl)c1c(CCCSC(=S)n2ccnc2)c[nH+]nc1CCSc1nnco1
M   502.50 Da

From a natural (NBO) analysis of the wavefunction, the atomic charges in e read: -0.68, 0.04, 0.01, -0.10, 0.03, 0.01, 0.09, -0.47, -0.42, -0.56, 0.31, -0.11, 0.08, -0.49, -0.10, -0.07, -0.42, 0.15, 0.04, -0.25, -0.16, 0.23, -0.47, -0.52, 0.29, 0.22, -0.26, -0.24, 0.26, -0.42, 0.27, 0.26, 0.25, 0.27, 0.26, 0.25, 0.23, 0.26, 0.27, 0.18, 0.25, 0.24, 0.27, 0.44, 0.27, 0.26, 0.27, 0.23, 0.24


[6]
# C3H10N2S

One molecule with the formula C3H10N2S (ωB97M-V/def2-TZVPD, OMol25).

XYZ file:
```
16
Properties=species:S:1:pos:R:3:forces:R:3
N 2.174 0.286 -0.827 -0.0193 -0.0917 -0.2068
C 1.103 -0.561 -0.313 -0.1711 -0.1408 -0.0310
C -0.222 0.198 -0.192 -0.1154 -0.1949 0.0430
N 0.017 1.577 0.201 -0.3345 -0.0174 0.1680
C -1.141 -0.595 0.754 0.3899 -0.0637 -0.2865
S -2.791 0.129 0.912 -0.1372 0.0024 0.2061
H 1.833 0.803 -1.631 0.0479 0.0791 0.1238
H 2.938 -0.290 -1.158 0.0418 0.0142 0.0657
H 1.376 -0.929 0.683 0.1375 0.0841 -0.0407
H 0.919 -1.452 -0.933 -0.0216 0.0501 0.0887
H -0.724 0.199 -1.167 0.0886 0.1284 -0.0490
H -0.851 2.010 0.522 0.2898 -0.1076 -0.1217
H 0.697 1.604 0.952 -0.0031 0.1242 -0.0028
H -0.680 -0.662 1.739 -0.1002 0.1621 0.1255
H -1.238 -1.618 0.394 -0.0783 -0.0719 -0.0095
H -3.409 -0.700 0.065 -0.0149 0.0433 -0.0729
```
Forces are in eV/Å.

Calculated values
Maximum force   0.5 eV Å⁻¹
Energy relative to the best compared isomer or geometry (same formula, charge and spin)   2.96 kcal/mol
Electronic energy   -17088.4758 eV
LUMO level   0.874 eV
SMILES   NC[C@H](N)CS
M   106.19 Da

From a natural (NBO) analysis of the wavefunction, the atomic charges in e read: -0.83, -0.22, -0.07, -0.83, -0.53, -0.05, 0.36, 0.36, 0.18, 0.17, 0.18, 0.36, 0.36, 0.21, 0.22, 0.13


[7]
# C35H38ClF6N3O16PS

A 4-piece molecular cluster, C35H38ClF6N3O16PS overall at a distorted geometry (ωB97M-V/def2-TZVPD, OMol25).

XYZ file:
```
101
Properties=species:S:1:pos:R:3:forces:R:3
C 6.785 -1.603 1.056 -0.3254 -0.3819 -0.7438
C 5.898 -2.221 0.232 -0.0121 0.0197 0.5305
C 5.505 -1.709 -1.115 2.1591 -1.1651 -0.5182
N 4.923 -2.769 -1.955 -0.1543 0.8483 0.4495
C 5.863 -3.478 -2.826 0.8159 0.0505 -0.0973
S 6.942 -4.605 -1.909 -0.1845 -0.2495 0.1006
C 8.624 -3.931 -2.107 -0.0689 -0.2868 0.3274
C 9.457 -4.443 -0.912 -0.7450 0.0048 -0.4265
C 3.656 -3.031 -1.913 -0.9699 -1.4547 -0.7599
N 3.131 -4.015 -2.789 -0.0323 0.1096 0.6960
C 3.358 -5.392 -2.482 0.2997 -0.7988 -0.8994
F 2.217 -6.068 -2.328 0.3634 0.3409 0.1374
F 4.020 -5.975 -3.503 -0.2060 0.0912 0.4090
F 4.120 -5.535 -1.390 -0.2522 0.1462 -0.1076
C 1.813 -3.540 -3.140 -0.0906 1.6055 -2.3880
P 2.155 -2.582 -4.760 0.9333 1.2459 0.1299
O 0.671 -2.595 -5.429 0.2819 -0.6052 0.3232
O 3.094 -3.645 -5.565 -0.7610 -0.5197 0.3301
C 1.401 -2.502 -2.015 -0.1472 -1.6243 -0.9150
C 1.080 -1.104 -2.563 -0.0602 0.6369 1.0134
O 0.569 -0.269 -1.508 -0.8187 -0.6153 -0.0377
C -0.638 0.328 -1.872 -0.2898 1.9704 -1.5318
C -1.928 -0.110 -1.249 0.2798 -0.1497 0.7878
O -0.637 1.232 -2.691 0.4008 -1.5571 1.1670
C 0.148 -3.143 -1.380 -0.4014 0.3251 0.2508
F -0.836 -3.013 -2.297 0.1313 -0.0785 0.2064
F 0.294 -4.450 -1.136 0.0732 0.2351 0.0650
F -0.268 -2.558 -0.254 0.2147 -0.3244 -0.0099
N 2.631 -2.482 -1.237 0.3726 0.6938 1.2743
C 2.633 -1.903 0.115 0.2560 0.5834 0.4793
C 2.800 -2.859 1.318 -1.1074 -0.6657 0.0170
C 2.545 -4.350 1.064 0.7353 0.0912 0.2743
Cl 1.600 -2.298 2.556 0.2131 0.2097 0.0277
H 6.470 -1.304 2.046 0.7264 -1.4311 0.8454
H 7.809 -1.463 0.730 -0.2341 1.8074 -0.4468
H 5.456 -3.169 0.532 -1.4184 0.7331 0.6963
H 4.867 -0.839 -1.066 -0.4012 -0.0545 0.1072
H 6.421 -1.372 -1.607 -0.0530 0.1997 -0.3108
H 5.363 -3.965 -3.651 -0.3964 -0.1595 0.1119
H 6.497 -2.710 -3.253 0.0874 0.1290 -0.1129
H 8.590 -2.848 -2.129 -0.0497 0.1713 -0.0577
H 9.038 -4.317 -3.027 0.0295 0.1666 -0.3288
H 10.062 -5.288 -1.209 0.3683 0.0182 -0.0226
H 10.043 -3.627 -0.514 0.3385 -0.0667 0.1717
H 8.779 -4.815 -0.150 0.0520 0.1126 0.3813
H 1.067 -4.252 -3.467 -0.0161 -0.5933 0.7701
H 0.668 -1.874 -6.066 -0.3828 0.0864 -0.2348
H 3.752 -3.130 -6.035 0.2444 -0.0066 -0.2621
H 0.344 -1.138 -3.355 0.1025 -0.1638 -0.3605
H 2.003 -0.647 -2.886 0.1522 0.0233 -0.4018
H -2.347 0.746 -0.728 -0.0571 0.2525 -0.0123
H -2.647 -0.375 -2.012 0.0154 -0.0494 -0.3269
H -1.840 -0.912 -0.530 0.1382 -0.1527 -0.0029
H 3.361 -1.110 0.222 0.1765 0.1042 -0.1730
H 1.685 -1.404 0.243 -0.2224 0.0271 -0.2531
H 3.748 -2.746 1.815 0.2594 0.2746 -0.0605
H 3.459 -4.893 1.290 0.1538 -0.1603 -0.1148
H 1.810 -4.727 1.759 -0.3257 -0.0746 -0.0329
H 2.266 -4.596 0.052 -0.2127 0.0319 -0.0993
C -3.154 4.303 1.501 -0.1510 -0.1500 -0.1612
C -2.705 4.612 2.726 -0.1994 0.0888 -0.2399
C -1.301 4.300 3.161 0.3471 -0.1874 -0.1556
O -0.955 4.623 4.279 -0.1741 0.1059 0.1124
C -0.424 3.617 2.216 0.0191 0.0314 0.1663
C -0.874 3.309 0.996 0.3614 -0.0487 0.1801
C -2.271 3.645 0.558 -0.4216 0.2370 0.2197
O -2.597 3.338 -0.577 0.1904 -0.2018 -0.0878
O -0.128 2.684 0.085 -0.2353 -0.0496 -0.0829
O -3.464 5.208 3.638 0.2787 0.1910 -0.2278
H -4.167 4.524 1.172 0.4260 -0.0574 0.2091
H 0.579 3.381 2.543 0.0080 0.0094 -0.0130
H -0.696 2.601 -0.706 0.0431 0.1556 -0.1669
H -2.905 5.307 4.431 -0.1097 -0.0714 0.1761
C -7.150 7.049 0.754 0.1805 -0.1557 0.0266
C -8.169 7.792 0.300 0.1671 -0.0441 0.3202
C -8.612 7.737 -1.137 0.1619 -0.2544 -0.4382
O -9.555 8.425 -1.470 -0.0992 0.1625 0.2117
C -7.886 6.866 -2.048 -0.1596 0.1290 -0.0001
C -6.866 6.128 -1.593 -0.1217 0.0200 -0.3576
C -6.445 6.167 -0.153 -0.1537 0.2494 0.3831
O -5.517 5.449 0.185 -0.2448 0.0505 -0.3599
O -6.161 5.315 -2.372 0.0784 -0.0209 0.2147
O -8.853 8.619 1.074 -0.1087 0.0311 -0.1867
H -6.823 7.079 1.784 -0.0288 0.0194 0.0080
H -8.201 6.845 -3.082 0.0113 -0.0212 -0.0057
H -5.488 4.901 -1.799 0.0568 -0.0457 -0.0021
H -9.531 9.027 0.502 -0.0631 0.0419 -0.0057
C -4.261 1.083 6.348 0.0710 0.2009 -0.0541
C -4.753 -0.155 6.206 0.1803 0.1765 0.2629
C -5.517 -0.569 4.979 -0.1709 0.2322 -0.4289
O -5.916 -1.716 4.914 0.0785 -0.1454 0.2176
C -5.743 0.422 3.940 -0.0118 -0.2139 0.0222
C -5.254 1.661 4.084 -0.2476 -0.1358 -0.2823
C -4.466 2.066 5.297 0.1276 -0.2481 0.4706
O -4.039 3.204 5.339 -0.0547 -0.0536 -0.0030
O -5.429 2.614 3.178 0.1391 0.1031 0.1818
O -4.603 -1.097 7.126 -0.0920 -0.1065 -0.1564
H -3.708 1.391 7.224 -0.0016 -0.0250 0.0135
H -6.310 0.120 3.071 -0.0083 0.0254 -0.0066
H -4.981 3.411 3.527 -0.0162 0.0881 -0.0107
H -5.050 -1.891 6.776 -0.0304 -0.0697 0.0058
```
Forces are in eV/Å.

Calculated values
Maximum force   2.9 eV Å⁻¹
Charge   +1
Energy relative to the best compared isomer or geometry (same formula, charge and spin)   33.98 kcal/mol
Electronic energy   -123083.6346 eV
LUMO level   -3.246 eV
M   969.18 Da

Löwdin population analysis, charges in e, atoms 1 to 99: 0.06, -0.18, -0.12, -0.01, -0.38, 0.94, -0.49, -0.15, -0.21, 0.06, -0.61, 0.19, 0.16, 0.15, -0.22, 0.88, -0.22, -0.24, -0.23, -0.12, -0.02, -0.47, 0.04, 0.13, -0.54, 0.17, 0.17, 0.16, 0.10, -0.14, -0.64, -0.09, 0.66, 0.07, 0.07, 0.10, 0.13, 0.13, 0.08, 0.10, 0.07, 0.07, 0.07, 0.07, 0.05, 0.14, 0.07, 0.05, 0.12, 0.12, 0.08, 0.11, 0.07, 0.12, 0.08, 0.07, 0.08, 0.07, 0.04, 0.07, -0.24, -0.31, 0.12, 0.08, -0.23, -0.30, 0.10, 0.10, 0.10, 0.10, 0.13, 0.08, 0.12, 0.08, -0.23, -0.31, 0.12, 0.08, -0.23, -0.29, 0.08, 0.12, 0.13, 0.14, 0.14, 0.12, 0.12, 0.08, -0.24, -0.32, 0.11, 0.07, -0.23, -0.30, 0.11, 0.12, 0.12, 0.14, 0.14